Record 1
2 unconnected molecules or ions with the total composition C30H30N3O2, computed with ωB97M-V with the def2-TZVPD basis set.

Each line ends with the natural charge from an NBO analysis.
Element x y z (Å)
C (6.14, -0.82, 1.93)  -0.42
N (4.75, -1.15, 1.78)  -0.28
C (3.76, -0.25, 1.52)  0.14
C (2.50, -0.88, 1.65)  -0.22
C (1.28, -0.21, 1.84)  0.14
C (0.00, -0.84, 1.72)  -0.18
C (-0.25, -1.94, 0.85)  -0.11
C (-1.44, -2.66, 0.97)  -0.26
C (-2.38, -2.33, 1.95)  0.19
C (-3.53, -3.23, 2.24)  -0.67
C (-2.20, -1.15, 2.70)  -0.27
C (-1.06, -0.39, 2.55)  -0.11
C (2.79, -2.29, 1.92)  0.01
C (2.02, -3.31, 2.46)  -0.20
C (2.65, -4.48, 2.93)  -0.20
C (4.05, -4.60, 2.93)  -0.19
C (4.86, -3.54, 2.48)  -0.22
C (4.20, -2.42, 1.97)  0.11
H (6.73, -1.74, 1.96)  0.23
H (6.47, -0.20, 1.08)  0.23
H (6.33, -0.24, 2.84)  0.23
H (3.98, 0.78, 1.28)  0.23
H (1.35, 0.71, 2.42)  0.22
H (0.50, -2.20, 0.09)  0.24
H (-1.62, -3.51, 0.31)  0.23
H (-4.13, -2.82, 3.06)  0.23
H (-4.18, -3.40, 1.38)  0.24
H (-3.15, -4.21, 2.56)  0.24
H (-2.97, -0.86, 3.42)  0.23
H (-0.92, 0.54, 3.11)  0.22
H (0.95, -3.19, 2.54)  0.23
H (2.03, -5.30, 3.32)  0.23
H (4.52, -5.52, 3.29)  0.24
H (5.94, -3.56, 2.53)  0.23
O (-2.76, 0.49, -1.45)  -0.59
C (-2.76, 1.15, -2.49)  0.68
C (-3.89, 1.79, -3.23)  -0.07
C (-3.35, 2.64, -4.19)  -0.15
C (-4.16, 3.42, -5.01)  -0.15
C (-5.55, 3.26, -4.88)  -0.19
C (-6.09, 2.40, -3.91)  -0.19
C (-5.26, 1.68, -3.04)  -0.19
C (-1.87, 2.56, -4.12)  0.68
O (-1.01, 3.25, -4.67)  -0.54
N (-1.62, 1.51, -3.21)  -0.47
C (-0.26, 1.19, -2.71)  -0.22
C (0.08, 2.07, -1.52)  -0.07
C (1.47, 2.75, -1.53)  -0.40
C (1.80, 2.95, -0.03)  -0.41
C (0.51, 2.48, 0.68)  -0.22
N (0.06, 1.41, -0.22)  -0.64
H (-3.69, 4.10, -5.72)  0.24
H (-6.22, 3.81, -5.54)  0.23
H (-7.18, 2.30, -3.83)  0.23
H (-5.63, 1.04, -2.24)  0.24
H (-0.23, 0.13, -2.43)  0.23
H (0.44, 1.37, -3.54)  0.24
H (-0.66, 2.91, -1.47)  0.17
H (2.19, 2.06, -1.99)  0.20
H (1.43, 3.68, -2.11)  0.23
H (2.64, 2.28, 0.22)  0.18
H (2.05, 3.97, 0.22)  0.22
H (0.65, 2.16, 1.71)  0.18
H (-0.23, 3.30, 0.67)  0.18
H (-0.89, 1.09, -0.02)  0.39

Computed properties:
orbital gap = 0.2430 Eh
HOMO level = -11.3 eV
energy relative to the best compared isomer or geometry (same formula, charge and spin) = 17.4 kcal per mole
net charge = +1
LUMO level = -4.7 eV
spin multiplicity = 1

Record 2
A molecular structure, C30H30N5O2SbSr, computed with ωB97M-V with the def2-TZVPD basis set.

Each line ends with the natural charge from an NBO analysis.
Element x y z (Å)
Sr (0.44, -0.50, 0.96)  1.80
C (-3.33, -1.60, 0.19)  -0.65
C (-2.29, -2.68, 0.14)  0.26
C (-2.51, -3.91, -0.46)  -0.22
C (-1.50, -4.85, -0.45)  -0.12
C (-0.29, -4.55, 0.16)  -0.27
C (-0.13, -3.28, 0.72)  -0.14
N (-1.11, -2.38, 0.71)  -0.61
Sb (1.74, -3.10, 1.83)  1.02
C (1.12, -1.81, 3.49)  -0.12
C (1.39, -2.44, 4.70)  -0.26
C (1.09, -1.79, 5.88)  -0.12
C (0.53, -0.53, 5.84)  -0.22
C (0.28, 0.06, 4.60)  0.25
C (-0.32, 1.43, 4.47)  -0.65
N (0.57, -0.59, 3.46)  -0.60
C (2.98, -1.74, 0.67)  -0.14
C (4.07, -2.40, 0.09)  -0.26
C (5.03, -1.63, -0.55)  -0.12
C (4.91, -0.25, -0.56)  -0.22
C (3.81, 0.33, 0.06)  0.26
C (3.60, 1.82, 0.12)  -0.65
N (2.86, -0.42, 0.66)  -0.61
H (-4.20, -1.85, -0.42)  0.24
H (-2.91, -0.66, -0.17)  0.22
H (-3.67, -1.45, 1.22)  0.25
H (-3.47, -4.12, -0.92)  0.24
H (-1.65, -5.83, -0.90)  0.25
H (0.50, -5.28, 0.21)  0.24
H (1.84, -3.42, 4.72)  0.24
H (1.29, -2.27, 6.83)  0.25
H (0.28, 0.01, 6.74)  0.24
H (-1.27, 1.37, 3.95)  0.23
H (0.36, 2.07, 3.90)  0.23
H (-0.49, 1.88, 5.44)  0.25
H (4.16, -3.47, 0.14)  0.24
H (5.88, -2.11, -1.02)  0.25
H (5.65, 0.37, -1.04)  0.25
H (4.33, 2.34, -0.50)  0.24
H (3.70, 2.17, 1.14)  0.24
H (2.60, 2.06, -0.23)  0.23
O (-2.42, 0.80, -5.73)  -0.71
C (-2.10, -0.49, -5.28)  -0.10
C (-1.32, -0.37, -4.00)  0.05
C (-0.48, -1.39, -3.56)  -0.20
C (0.18, -1.22, -2.36)  0.03
N (0.06, -0.14, -1.59)  -0.56
C (-0.74, 0.85, -2.01)  0.18
C (-1.44, 0.76, -3.21)  -0.23
C (-0.85, 2.05, -1.14)  0.17
C (-1.13, 3.29, -1.69)  -0.21
C (-1.26, 4.41, -0.86)  0.05
C (-1.58, 5.74, -1.47)  -0.10
O (-2.67, 5.54, -2.35)  -0.71
C (-1.09, 4.22, 0.50)  -0.19
C (-0.79, 2.96, 0.97)  0.03
N (-0.67, 1.89, 0.18)  -0.55
H (-2.96, 0.75, -6.52)  0.49
H (-1.50, -1.04, -6.02)  0.19
H (-3.00, -1.08, -5.08)  0.19
H (-0.34, -2.29, -4.14)  0.23
H (0.85, -2.00, -2.00)  0.19
H (-2.09, 1.56, -3.53)  0.26
H (-1.26, 3.41, -2.75)  0.25
H (-0.70, 6.11, -2.01)  0.19
H (-1.81, 6.46, -0.68)  0.19
H (-2.90, 6.38, -2.77)  0.49
H (-1.19, 5.05, 1.19)  0.23
H (-0.66, 2.79, 2.03)  0.20

Computed properties:
orbital gap = 0.3292 Eh
HOMO level = -14.2 eV
energy relative to the best compared isomer or geometry (same formula, charge and spin) = 0.0 kcal per mole
net charge = +2
LUMO level = -5.3 eV
spin multiplicity = 1

Record 3
A molecular structure, C30H31AuN5S, computed with ωB97M-V with the def2-TZVPD basis set.

Each line ends with the natural charge from an NBO analysis.
Element x y z (Å)
Au (-0.07, -0.67, 0.35)  1.26
C (2.23, -2.13, -2.31)  -0.65
C (3.04, -2.42, -1.10)  0.00
C (3.94, -3.49, -1.06)  -0.21
C (4.72, -3.74, 0.06)  -0.12
C (4.60, -2.92, 1.18)  -0.20
C (3.72, -1.84, 1.19)  0.01
C (3.61, -0.96, 2.38)  -0.65
C (2.96, -1.58, 0.03)  0.10
N (2.11, -0.47, -0.03)  -0.40
C (2.52, 0.70, -0.37)  0.36
C (3.92, 1.02, -0.74)  -0.71
C (1.52, 1.78, -0.42)  0.36
C (1.93, 3.11, -0.91)  -0.71
N (0.33, 1.50, -0.04)  -0.38
C (-0.71, 2.43, -0.04)  0.11
C (-1.55, 2.50, -1.16)  0.02
C (-1.35, 1.56, -2.30)  -0.64
C (-2.53, 3.49, -1.20)  -0.20
C (-2.67, 4.39, -0.15)  -0.11
C (-1.87, 4.28, 0.98)  -0.20
C (-0.90, 3.28, 1.07)  0.00
C (-0.10, 3.10, 2.31)  -0.65
H (2.24, -2.97, -3.00)  0.26
H (2.64, -1.27, -2.84)  0.24
H (1.20, -1.89, -2.05)  0.20
H (4.05, -4.12, -1.94)  0.25
H (5.42, -4.56, 0.07)  0.26
H (5.21, -3.11, 2.05)  0.25
H (4.07, -1.42, 3.25)  0.27
H (2.56, -0.73, 2.61)  0.21
H (4.12, -0.01, 2.20)  0.23
H (4.58, 0.16, -0.60)  0.28
H (4.29, 1.86, -0.16)  0.28
H (3.96, 1.32, -1.79)  0.29
H (2.36, 3.03, -1.91)  0.28
H (2.71, 3.54, -0.28)  0.29
H (1.10, 3.80, -0.95)  0.28
H (-0.44, 1.81, -2.84)  0.23
H (-2.18, 1.62, -3.01)  0.26
H (-1.26, 0.53, -1.95)  0.20
H (-3.16, 3.58, -2.07)  0.25
H (-3.41, 5.17, -0.20)  0.26
H (-1.99, 4.97, 1.80)  0.25
H (-0.62, 3.52, 3.16)  0.27
H (0.86, 3.61, 2.23)  0.24
H (0.11, 2.04, 2.50)  0.21
N (-3.91, -2.40, 0.09)  -0.45
C (-4.48, -1.16, 0.20)  0.10
C (-5.78, -0.72, 0.07)  -0.20
C (-6.02, 0.63, 0.30)  -0.15
C (-4.99, 1.50, 0.68)  -0.18
C (-3.68, 1.07, 0.80)  -0.23
C (-3.41, -0.27, 0.51)  0.15
N (-2.25, -0.99, 0.52)  -0.55
C (-2.59, -2.26, 0.29)  0.38
C (-1.60, -3.31, 0.30)  0.05
C (-1.77, -4.67, 0.22)  -0.37
S (-0.28, -5.47, 0.35)  0.67
C (0.50, -3.95, 0.50)  -0.11
N (-0.30, -2.93, 0.45)  -0.49
H (-4.41, -3.26, -0.07)  0.46
H (-6.59, -1.39, -0.19)  0.25
H (-7.03, 1.01, 0.22)  0.25
H (-5.24, 2.52, 0.92)  0.24
H (-2.91, 1.74, 1.14)  0.23
H (-2.68, -5.22, 0.09)  0.28
H (1.56, -3.87, 0.63)  0.27

Computed properties:
orbital gap (alpha / beta) = 0.1547 / 0.1561 Eh
HOMO level (alpha / beta) = -16.6 / -16.6 eV
net charge = +3
LUMO level (alpha / beta) = -12.4 / -12.3 eV
spin multiplicity = 1